[1]
Computed, not measured: C2H5NO2 in the gas phase, with the ωB97M-V functional and the def2-TZVPD basis.

Atoms and positions in Å:
C 0.96 -0.86 -0.06
C 0.07 0.24 0.41
N -1.14 -0.13 -0.33
O -2.36 -0.28 0.05
O 0.55 1.44 -0.18
H 1.13 -0.69 -1.16
H 1.16 -1.70 0.65
H 0.01 0.47 1.40
H -1.03 -0.63 -1.28
H 0.63 2.14 0.50

Results
F_max = 0.075 hartree/bohr
expectation value of S² = 2.0088
highest occupied orbital energy (alpha / beta) = -7.933 / -9.853 eV
net charge = 0
Kohn-Sham gap (alpha / beta) = 8.7543 / 9.1472 eV
spin multiplicity = 3
relative energy (zero: lowest compared OMol25 entry of this formula, charge and spin) = 18.2 kJ/mol

[2]
Computed, not measured: 2 unconnected molecules or ions with the total composition C5H8O, with the ωB97M-V functional and the def2-TZVPD basis.

Atoms and positions in Å:
C 1.98 -0.53 -0.04
C 0.70 0.25 -0.17
C -0.52 -0.35 -0.52
C -1.76 0.42 -0.35
C -0.77 0.80 1.64
O -0.92 0.34 2.68
H 2.57 -0.17 0.81
H 1.77 -1.60 0.13
H 2.61 -0.45 -0.93
H 0.80 1.32 -0.34
H -0.99 -0.12 -1.59
H -0.61 -1.43 -0.36
H -1.75 1.46 -0.65
H -2.72 -0.09 -0.43

Results
F_max = 0.024 hartree/bohr
highest occupied orbital energy = -7.380 eV
net charge = 0
Kohn-Sham gap = 8.1133 eV
relative energy (zero: lowest compared OMol25 entry of this formula, charge and spin) = 440.5 kJ/mol

[3]
Computed, not measured: 2 unconnected molecules or ions with the total composition C18H9F3N3O2S, with the ωB97M-V functional and the def2-TZVPD basis.

Atoms and positions in Å:
C 1.63 1.21 1.19
C 2.14 -0.09 1.20
N 2.47 -1.22 1.12
C 0.64 1.61 2.19
C -0.15 2.82 2.15
C -1.09 3.07 3.14
C -1.23 2.19 4.23
C -0.60 0.94 4.20
C 0.29 0.63 3.17
C 2.08 2.24 0.33
N 2.34 3.20 -0.29
H -0.04 3.52 1.32
H -1.69 3.99 3.17
H -1.82 2.47 5.10
H -0.70 0.22 5.04
H 0.73 -0.37 3.14
F 3.92 -1.12 -4.89
C 2.82 -0.48 -4.40
F 2.91 0.82 -4.87
F 1.73 -1.06 -4.99
S 2.84 -0.65 -2.56
N 1.05 -1.15 -2.49
C 0.48 -2.48 -2.38
O 1.05 -3.51 -2.69
C -0.87 -2.21 -1.73
C -0.79 -0.97 -1.14
C -1.80 -0.44 -0.32
C -3.00 -1.16 -0.26
C -3.12 -2.40 -0.91
C -2.02 -2.99 -1.59
C 0.47 -0.31 -1.56
O 0.94 0.78 -1.20
H -1.59 0.49 0.21
H -3.85 -0.70 0.27
H -4.08 -2.92 -0.89
H -2.06 -3.98 -2.04

Results
F_max = 0.082 hartree/bohr
highest occupied orbital energy = -3.379 eV
net charge = -1
Kohn-Sham gap = 5.2767 eV
relative energy (zero: lowest compared OMol25 entry of this formula, charge and spin) = 135.7 kJ/mol

[4]
Computed, not measured: a molecular structure, H2MgO13S3, with the ωB97M-V functional and the def2-TZVPD basis.

Atoms and positions in Å:
Mg -0.25 0.26 0.28
S -0.43 -0.34 2.79
O -1.76 -0.44 3.28
O -0.27 -1.13 1.58
O -0.35 0.93 2.14
O 0.62 -0.51 3.79
S 2.38 -1.06 -1.02
O 2.01 -2.43 -0.64
O 1.53 -0.21 -0.17
O 3.81 -0.84 -0.79
O 1.98 -0.76 -2.42
S -2.04 -0.17 -1.55
O -2.79 -1.38 -1.81
O -2.01 0.12 -0.14
O -0.61 -0.32 -1.78
O -2.52 0.93 -2.36
O 0.12 2.10 -0.26
H -0.24 2.58 -1.01
H 0.81 2.67 0.08

Results
F_max = 0.144 hartree/bohr
highest occupied orbital energy = 5.408 eV
net charge = -4
Kohn-Sham gap = 3.9314 eV
relative energy (zero: lowest compared OMol25 entry of this formula, charge and spin) = 131.6 kJ/mol

[5]
Computed, not measured: C17H22N6OS2 in the gas phase, with the ωB97M-V functional and the def2-TZVPD basis.

Atoms and positions in Å:
C 3.64 -3.31 -2.36
H 3.25 -4.11 -2.99
O 2.68 -2.30 -2.16
C 1.49 -2.64 -1.57
C 1.17 -3.90 -1.10
C -0.07 -4.14 -0.52
C -1.00 -3.12 -0.41
C -0.69 -1.85 -0.87
C 0.55 -1.59 -1.45
N 0.92 -0.35 -1.96
C 0.33 0.85 -1.83
N -0.71 1.01 -1.01
C -1.21 2.24 -0.96
N -0.78 3.27 -1.66
C 0.28 3.01 -2.45
N 0.87 1.83 -2.56
N 0.76 4.04 -3.16
H 1.53 3.88 -3.79
H 0.31 4.93 -3.11
C -2.30 2.47 0.03
H -2.76 3.45 -0.12
S -1.51 2.50 1.67
C -1.51 0.75 2.06
N -0.49 0.34 2.82
C 0.73 1.08 3.04
H 0.59 2.12 2.77
C 1.86 0.45 2.22
C 2.04 -1.01 2.62
C 0.72 -1.75 2.46
C -0.39 -1.04 3.25
H -1.35 -1.54 3.09
H -0.15 -1.05 4.32
H 0.81 -2.78 2.82
H 0.43 -1.78 1.41
H 2.80 -1.48 2.00
H 2.37 -1.07 3.66
H 2.78 1.01 2.38
H 1.59 0.51 1.16
H 0.97 1.02 4.11
S -2.77 -0.20 1.61
H -3.03 1.67 0.04
H 1.76 -0.36 -2.53
H -1.40 -1.05 -0.78
H -1.96 -3.30 0.04
H -0.31 -5.13 -0.16
H 1.87 -4.71 -1.18
H 3.98 -3.72 -1.40
H 4.47 -2.82 -2.86

Results
F_max = 0.015 hartree/bohr
SMILES = COc1ccccc1Nc1nc(N)nc(CSC(=S)N2CCCCC2)n1
highest occupied orbital energy = -7.950 eV
net charge = 0
Kohn-Sham gap = 8.6313 eV
relative energy (zero: lowest compared OMol25 entry of this formula, charge and spin) = 0.0 kJ/mol

[6]
Computed, not measured: a molecular structure, C24H42BrClCsIKN5O9PSV, with the ωB97M-V functional and the def2-TZVPD basis.

Atoms and positions in Å:
N -1.76 -1.19 2.69
C -0.30 -1.55 3.03
O 0.05 -1.89 4.27
C 0.77 -1.41 1.75
C 2.33 -1.66 2.20
C 3.41 -0.57 1.61
N 2.95 0.55 0.73
C 4.06 1.47 0.29
C 3.63 2.77 -0.66
N 2.15 2.91 -1.04
C 4.73 3.88 -1.17
P 4.17 5.37 -2.22
S 5.04 5.33 -3.97
C 6.31 3.62 -0.71
C 6.72 2.33 0.20
C 5.60 1.21 0.74
N 6.14 0.09 1.58
C 4.98 -0.77 1.99
I 5.48 -2.52 3.27
H -2.27 -0.86 3.55
H -1.78 -0.34 2.05
H 0.54 -0.38 1.26
H 0.46 -2.27 0.99
H 2.65 -2.72 1.76
H 2.50 -1.75 3.36
H 2.05 3.32 -2.01
H 1.69 1.96 -1.13
H 2.74 5.41 -2.28
H 4.59 6.59 -1.53
H 7.08 4.44 -1.10
H 7.87 2.23 0.48
Cs 2.90 2.55 -3.10
Br 7.02 3.96 -5.41
C -1.03 -1.11 -2.54
C -1.35 -1.44 -3.99
C -2.59 -0.69 -4.51
C -3.90 -1.03 -3.80
C -4.29 -2.51 -3.80
C -4.53 -3.05 -5.20
H -1.84 -1.41 -1.87
H -0.13 -1.64 -2.23
H -0.85 -0.04 -2.41
H -1.47 -2.52 -4.11
H -0.49 -1.16 -4.61
H -2.69 -0.90 -5.58
H -2.41 0.39 -4.43
H -4.70 -0.44 -4.26
H -3.84 -0.68 -2.75
H -5.21 -2.63 -3.22
H -3.53 -3.11 -3.30
H -5.32 -2.50 -5.71
H -4.83 -4.11 -5.15
H -3.62 -3.00 -5.82
O -2.97 1.30 1.63
V -3.83 1.55 3.14
O -4.69 1.80 4.65
C -2.51 2.34 -7.16
C -2.28 3.35 -6.07
O -1.53 3.13 -5.12
N -2.94 4.54 -6.15
C -3.86 4.99 -7.17
H -1.92 1.44 -6.95
H -3.56 2.05 -7.19
H -2.19 2.75 -8.12
H -2.73 5.17 -5.38
H -3.45 5.90 -7.61
H -4.81 5.22 -6.69
H -4.01 4.25 -7.95
C 0.70 -3.76 6.39
C 2.01 -4.32 6.90
C 2.72 -5.20 5.92
O 3.49 -6.03 6.76
C 2.82 -6.11 7.95
O 3.09 -6.89 8.85
O 1.80 -5.20 8.00
H 0.04 -4.56 6.04
H 0.17 -3.24 7.19
H 0.87 -3.06 5.56
H 2.66 -3.50 7.24
H 3.35 -4.64 5.23
H 2.04 -5.84 5.34
O -4.16 1.59 7.91
H -3.84 0.72 7.63
H -4.65 1.91 7.14
O -3.99 1.48 11.06
H -4.09 1.47 10.13
K 2.27 -2.50 0.17
Cl -5.87 1.38 8.53

Results
F_max = 0.367 hartree/bohr
highest occupied orbital energy = -6.530 eV
net charge = 0
Kohn-Sham gap = 2.6263 eV

[7]
Computed, not measured: a molecular structure, C43H46ClN2O2ScSi2, with the ωB97M-V functional and the def2-TZVPD basis.

Atoms and positions in Å:
Sc 0.76 1.14 -0.09
Cl 5.69 -1.87 4.10
C 4.83 -0.90 2.95
C 5.33 -0.76 1.65
C 4.66 -0.01 0.73
C 3.40 0.59 1.01
O 2.76 1.24 0.10
C 2.95 0.50 2.37
C 1.90 1.36 2.83
N 1.03 1.87 2.02
C 0.31 3.03 2.36
C -0.26 3.31 3.57
C -0.87 4.56 3.80
C -0.89 5.52 2.82
C -0.32 5.26 1.56
C -0.30 6.20 0.51
C 0.28 5.87 -0.68
C 0.81 4.58 -0.84
N 0.79 3.66 0.10
C 0.26 3.99 1.31
C 3.69 -0.25 3.31
H 6.26 -1.25 1.38
H 5.05 0.11 -0.27
H 1.94 1.68 3.87
H -0.26 2.56 4.35
H -1.31 4.76 4.77
H -1.34 6.48 3.01
H -0.75 7.17 0.66
H 0.32 6.57 -1.50
H 1.26 4.29 -1.79
H 3.32 -0.32 4.33
C -2.68 3.36 0.13
Si -1.91 1.72 -0.56
C -2.92 0.42 0.51
C -2.28 0.41 1.90
C -2.77 -0.98 -0.10
C -4.41 0.72 0.67
C -2.43 1.78 -2.45
C -1.80 3.04 -3.05
C -1.84 0.56 -3.17
C -3.94 1.82 -2.68
H -3.75 3.39 -0.05
H -2.24 4.24 -0.35
H -2.52 3.46 1.20
H -1.22 0.13 1.84
H -2.78 -0.32 2.55
H -2.35 1.39 2.38
H -1.71 -1.24 -0.22
H -3.24 -1.06 -1.08
H -3.23 -1.74 0.55
H -4.57 1.66 1.21
H -4.89 -0.08 1.25
H -4.93 0.78 -0.29
H -0.72 3.05 -2.88
H -2.22 3.95 -2.61
H -1.97 3.08 -4.13
H -0.76 0.48 -3.00
H -2.01 0.63 -4.25
H -2.30 -0.37 -2.83
H -4.40 2.67 -2.18
H -4.42 0.91 -2.31
H -4.16 1.90 -3.75
O 0.91 -0.73 -0.58
Si 1.01 -2.33 -0.67
C 2.67 -3.00 -1.26
C 2.90 -4.38 -1.33
C 4.12 -4.88 -1.75
C 5.14 -4.01 -2.13
C 4.92 -2.64 -2.09
C 3.70 -2.15 -1.66
C 0.65 -3.06 1.05
C 0.61 -2.21 2.15
C 0.33 -2.68 3.42
C 0.06 -4.03 3.61
C 0.10 -4.90 2.53
C 0.40 -4.42 1.27
C -0.25 -2.97 -1.92
C -1.36 -3.75 -1.59
C -2.26 -4.18 -2.56
C -2.06 -3.83 -3.89
C -0.97 -3.05 -4.24
C -0.07 -2.64 -3.27
H 2.11 -5.07 -1.06
H 4.28 -5.95 -1.80
H 6.10 -4.40 -2.46
H 5.71 -1.96 -2.39
H 3.52 -1.08 -1.64
H 0.81 -1.16 2.00
H 0.31 -2.00 4.27
H -0.18 -4.40 4.60
H -0.11 -5.95 2.67
H 0.43 -5.11 0.43
H -1.55 -4.00 -0.55
H -3.11 -4.79 -2.28
H -2.76 -4.17 -4.64
H -0.82 -2.76 -5.27
H 0.79 -2.04 -3.55

Results
F_max = 0.022 hartree/bohr
highest occupied orbital energy = -7.156 eV
net charge = 0
Kohn-Sham gap = 6.2512 eV
relative energy (zero: lowest compared OMol25 entry of this formula, charge and spin) = 121.6 kJ/mol

[8]
Computed, not measured: 2 unconnected molecules or ions with the total composition C9H7Cl3F3NO6S, with the ωB97M-V functional and the def2-TZVPD basis.

Atoms and positions in Å:
N -3.48 -2.27 -0.79
C -2.30 -2.48 -0.06
O -2.34 -2.88 1.07
C -0.97 -2.18 -0.72
C 0.07 -1.71 0.30
C 0.74 -0.40 0.06
C 0.37 0.79 -0.42
S -1.21 1.25 -1.02
O -2.27 0.56 -0.36
O -1.28 2.67 -0.94
C -1.17 0.87 -2.86
F -0.01 0.21 -3.11
F -2.19 0.10 -3.22
F -1.15 2.01 -3.54
C 1.57 1.68 -0.36
O 1.65 2.83 -0.62
O 2.62 0.96 0.11
C 2.20 -0.32 0.44
O 2.89 -1.16 0.87
H -3.95 -1.42 -0.51
H -3.33 -2.30 -1.79
H -1.08 -1.54 -1.59
H -0.62 -3.14 -1.10
H -0.33 -1.69 1.32
H 0.87 -2.44 0.32
C 3.01 2.46 3.63
Cl 1.82 3.56 4.34
Cl 4.08 1.81 4.87
Cl 2.20 1.15 2.75
H 3.60 3.02 2.92

Results
F_max = 0.054 hartree/bohr
SMILES = NC(=O)CCC1=C(S(=O)(=O)C(F)(F)F)C(=O)OC1=O.ClC(Cl)Cl
highest occupied orbital energy = -10.490 eV
net charge = 0
Kohn-Sham gap = 8.4805 eV

[9]
Computed, not measured: a molecular structure, C28H25ClSiV, with the ωB97M-V functional and the def2-TZVPD basis.

Atoms and positions in Å:
C 0.77 -1.69 -0.56
C 0.83 -2.08 -1.94
C -0.50 -2.28 -2.39
H 1.74 -2.21 -2.51
C -1.40 -2.11 -1.31
C -0.61 -1.75 -0.17
H -0.99 -1.45 0.80
H 1.61 -1.45 0.11
H -0.78 -2.66 -3.37
H -2.47 -2.32 -1.30
V -0.29 -0.38 -1.59
Cl 0.51 1.34 1.28
C 0.07 2.05 -2.95
C -1.16 1.38 -3.24
C -0.85 0.11 -3.80
H -2.16 1.77 -3.05
C 0.57 -0.01 -3.85
C 1.14 1.19 -3.34
H 2.20 1.40 -3.24
H 0.17 3.04 -2.50
H -1.57 -0.65 -4.11
H 1.12 -0.89 -4.20
C -1.18 5.73 5.11
C 0.08 5.34 4.62
C 0.31 4.05 4.14
C -0.66 3.04 4.25
C -1.77 3.34 5.05
C -2.04 4.67 5.41
Si -0.18 1.41 3.51
C 1.43 0.88 4.31
C 2.43 0.30 3.52
C 3.40 -0.58 4.08
C 3.47 -0.78 5.47
C 2.58 -0.02 6.28
C 1.59 0.84 5.71
C -1.53 0.13 3.34
C -1.59 -1.00 4.17
C -2.74 -1.83 4.26
C -3.89 -1.53 3.52
C -3.82 -0.50 2.58
C -2.65 0.30 2.49
H -1.45 6.79 5.32
H 0.91 6.06 4.66
H 1.26 3.83 3.69
H -2.39 2.51 5.42
H -2.93 4.88 5.99
H 2.43 0.43 2.45
H 4.08 -1.13 3.43
H 4.16 -1.58 5.91
H 2.65 -0.16 7.37
H 0.92 1.46 6.34
H -0.77 -1.16 4.89
H -2.78 -2.71 4.91
H -4.82 -2.10 3.69
H -4.73 -0.28 2.00
H -2.68 1.14 1.80

Results
F_max = 0.108 hartree/bohr
expectation value of S² = 3.8018
highest occupied orbital energy (alpha / beta) = 1.337 / 1.459 eV
net charge = -2
Kohn-Sham gap (alpha / beta) = 3.3633 / 3.2253 eV
spin multiplicity = 4

[10]
Computed, not measured: a molecular structure, C4H6O2, with the ωB97M-V functional and the def2-TZVPD basis.

Atoms and positions in Å:
O -0.96 0.74 1.39
C -0.17 0.13 0.43
C 0.83 0.91 -0.38
C -0.25 0.16 -1.07
O 0.07 -1.22 -1.18
C -0.13 -1.38 0.25
H -0.36 1.24 1.96
H 0.61 1.97 -0.31
H 1.89 0.67 -0.50
H -1.00 0.57 -1.75
H 0.61 -2.03 0.73
H -1.14 -1.76 0.42

Results
F_max = 0.009 hartree/bohr
highest occupied orbital energy = -9.248 eV
net charge = 0
Kohn-Sham gap = 10.0977 eV
relative energy (zero: lowest compared OMol25 entry of this formula, charge and spin) = 285.5 kJ/mol

[11]
Computed, not measured: C4H7ClS in the gas phase, with the ωB97M-V functional and the def2-TZVPD basis.

Atoms and positions in Å:
C 0.49 0.00 -0.23
C -0.55 -0.99 0.32
C 0.33 1.32 0.47
C -0.01 2.46 -0.15
H 2.05 -1.07 1.09
H 0.26 0.15 -1.29
H -0.41 -1.00 1.40
H -0.38 -2.00 -0.06
H 0.51 1.44 1.56
H -0.22 2.45 -1.21
H -0.12 3.46 0.31
S 2.13 -0.70 -0.16
Cl -2.20 -0.52 -0.10

Results
F_max = 0.032 hartree/bohr
SMILES = C=C[C@@H](S)CCl
highest occupied orbital energy = -9.411 eV
net charge = 0
Kohn-Sham gap = 10.2179 eV
relative energy (zero: lowest compared OMol25 entry of this formula, charge and spin) = 23.5 kJ/mol

[12]
Computed, not measured: C6H10N2O in the gas phase, with the ωB97M-V functional and the def2-TZVPD basis.

Atoms and positions in Å:
C 0.40 -0.60 -0.24
C -0.77 -1.50 -0.68
C 1.53 -1.46 0.35
C -0.86 1.43 0.53
N -1.10 2.02 -0.68
C -0.06 0.41 0.87
O 0.86 0.14 -1.35
C -0.82 2.32 1.73
N -0.93 3.11 2.56
H 1.35 -0.44 -1.94
H -0.50 1.71 -1.43
H -1.38 2.99 -0.72
H 0.03 0.04 1.88
H -1.55 -0.90 -1.13
H -1.18 -2.02 0.18
H -0.43 -2.23 -1.41
H 1.18 -2.00 1.22
H 1.87 -2.18 -0.39
H 2.36 -0.82 0.63

Results
F_max = 0.082 hartree/bohr
SMILES = CC(C)(O)/C=C(\N)C#N
highest occupied orbital energy = -8.820 eV
net charge = 0
Kohn-Sham gap = 9.4098 eV
relative energy (zero: lowest compared OMol25 entry of this formula, charge and spin) = 147.6 kJ/mol

[13]
Computed, not measured: a molecular structure, C23H26AuN3O2S, with the ωB97M-V functional and the def2-TZVPD basis.

Atoms and positions in Å:
Au -1.72 -0.12 -0.98
C 3.66 -2.93 -0.74
C 2.77 -4.16 -0.81
C 1.59 -4.09 0.14
N 0.62 -3.09 -0.32
C -0.57 -2.87 0.23
S -1.95 -2.44 -0.69
N -0.75 -3.17 1.55
C 0.10 -3.00 2.67
O -0.18 -3.58 3.69
C 1.26 -2.07 2.57
C 1.18 -0.86 1.88
C 2.27 -0.01 1.89
C 3.43 -0.35 2.57
C 3.50 -1.55 3.27
C 2.40 -2.40 3.29
H 4.51 -3.03 -1.42
H 4.06 -2.79 0.26
H 3.13 -2.03 -1.03
H 3.34 -5.05 -0.53
H 2.42 -4.33 -1.83
H 1.95 -3.84 1.13
H 1.07 -5.05 0.19
H 0.71 -2.76 -1.28
H -1.71 -3.35 1.82
H 0.27 -0.57 1.36
H 2.20 0.95 1.39
H 4.27 0.32 2.57
H 4.39 -1.81 3.82
H 2.42 -3.32 3.85
O 1.14 -0.72 -1.95
H 1.16 -0.03 -2.62
H 1.67 -0.38 -1.22
C -5.26 3.25 -3.45
C -4.15 4.06 -3.26
C -3.08 3.62 -2.49
C -3.11 2.37 -1.87
C -4.24 1.57 -2.07
C -5.29 2.01 -2.85
N -2.04 1.89 -1.14
C -1.31 2.74 -0.33
C -1.86 3.89 0.26
C -1.11 4.70 1.08
C 0.22 4.41 1.36
C 0.78 3.28 0.79
C 0.03 2.46 -0.04
H -6.09 3.59 -4.06
H -4.09 5.03 -3.73
H -2.21 4.25 -2.38
H -4.28 0.60 -1.59
H -6.15 1.36 -2.98
H -2.90 4.13 0.08
H -1.57 5.57 1.52
H 0.81 5.06 2.00
H 1.82 3.04 0.97
H 0.48 1.60 -0.51

Results
F_max = 0.012 hartree/bohr
highest occupied orbital energy = -6.427 eV
net charge = 0
Kohn-Sham gap = 5.7650 eV
relative energy (zero: lowest compared OMol25 entry of this formula, charge and spin) = 0.0 kJ/mol